19
Properties=species:S:1:pos:R:3:nbo_charge:R:1 method="wB97M-V/def2-TZVPD" e_above_lowest_ev=0.3508 e_tot_ha=-708.2460 e_lumo_ha=0.028 e_homo_ha=-0.33437 homo_lumo_gap_ev=9.85 smiles=OCCCCS.O
C 0.7460 -1.1511 0.7737 -0.054
O 0.6999 -1.8305 2.0364 -0.725
C -0.5963 -1.2546 0.0592 -0.415
C -0.6168 -0.3674 -1.2128 -0.413
C -2.0040 -0.1974 -1.7963 -0.503
S -2.1144 1.2125 -2.9615 -0.056
H 0.9765 -0.1031 0.9653 0.169
H 1.5692 -1.5446 0.1894 0.160
H 1.1100 -2.6997 1.9226 0.467
H -1.3216 -0.8566 0.7500 0.206
H -0.7409 -2.2884 -0.2351 0.197
H 0.1128 -0.8130 -1.8908 0.202
H -0.2005 0.6042 -0.9563 0.204
H -2.3448 -1.1048 -2.2763 0.220
H -2.7624 0.0253 -1.0490 0.219
H -1.9531 0.5739 -4.1222 0.122
H 3.7518 2.2029 4.9547 0.465
H 4.9300 1.5825 5.6159 0.465
O 4.7135 2.1812 4.8905 -0.930

90
Properties=species:S:1:pos:R:3:lowdin_spin:R:1 method="wB97M-V/def2-TZVPD" s_squared=0.80 e_above_lowest_ev=0.1559 spin_multiplicity=2 e_tot_ha=-3778.5100 e_lumo_ha="0.005 / 0.004" e_homo_ha="-0.28108 / -0.27413" homo_lumo_gap_ev="7.79 / 7.58"
Co 0.9308 0.1880 0.2905 1.082
C 2.9515 2.0888 -0.5139 0.000
N 2.9415 0.7938 0.1766 0.002
C 3.3734 0.9468 1.5759 0.000
C 2.6794 -0.0348 2.4806 -0.002
C 3.2668 -0.4559 3.6612 0.000
C 2.5911 -1.3517 4.4688 -0.002
C 1.3533 -1.8141 4.0539 0.000
C 0.8325 -1.3481 2.8634 -0.001
N 1.4641 -0.4551 2.0874 -0.009
C 3.7831 -0.1664 -0.5756 0.001
C 3.6790 -1.5568 -0.0120 0.003
C 2.6586 -2.4107 -0.4218 0.006
C 2.5522 -3.6494 0.1862 0.003
C 3.4724 -3.9923 1.1663 0.000
C 4.4654 -3.0837 1.4899 0.003
N 4.5752 -1.8846 0.9193 0.000
C 1.8431 2.9822 -0.0191 0.001
C 1.8892 4.3546 -0.2197 0.001
C 0.8078 5.1234 0.1740 -0.002
C -0.2755 4.4989 0.7714 0.001
C -0.2325 3.1275 0.9485 0.000
N 0.8007 2.3782 0.5587 0.024
H 2.7701 1.8919 -1.5714 0.000
H 3.9234 2.5894 -0.4187 0.000
H 3.1029 1.9526 1.9055 0.000
H 4.4583 0.8414 1.6718 0.000
H 4.2551 -0.1003 3.9192 0.000
H 3.0318 -1.6984 5.3944 0.000
H 0.7892 -2.5296 4.6349 0.000
H -0.1251 -1.7018 2.5135 0.000
H 4.8297 0.1566 -0.5475 0.000
H 3.4172 -0.1530 -1.6008 0.000
H 1.9626 -2.0962 -1.1932 0.002
H 1.7581 -4.3277 -0.0948 0.000
H 3.4255 -4.9485 1.6702 0.000
H 5.2079 -3.3226 2.2437 0.000
H 2.7548 4.8029 -0.6896 0.000
H 0.8117 6.1945 0.0190 0.000
H -1.1418 5.0573 1.0971 0.000
H -1.0506 2.5984 1.4174 0.000
O -0.9136 -0.5419 -5.2473 0.000
C -0.8180 0.7203 -4.8067 0.000
C -1.3335 1.7423 -5.6071 0.000
C -1.2631 3.0551 -5.1885 0.000
C -0.6807 3.3831 -3.9651 0.000
C -0.1678 2.3714 -3.1772 0.000
C -0.2160 1.0377 -3.5777 0.000
C 0.3585 -0.0394 -2.7185 0.000
O 0.2844 -1.2253 -3.0913 0.000
O 0.9658 0.3211 -1.6520 -0.003
H -0.5144 -1.1031 -4.5326 0.000
H -1.7893 1.4724 -6.5508 0.000
H -1.6708 3.8356 -5.8197 0.000
H -0.6378 4.4128 -3.6345 0.000
H 0.2755 2.5914 -2.2148 0.000
C -1.5158 -5.2226 0.4267 -0.002
C -2.0925 -4.5063 1.4644 0.000
C -2.0448 -3.1167 1.4625 -0.003
C -1.4118 -2.4068 0.4395 -0.007
C -0.8276 -3.1514 -0.5937 -0.001
C -0.8898 -4.5385 -0.6079 0.000
Si -1.2716 -0.5051 0.3909 -0.061
C -2.3939 0.0543 -1.0315 -0.010
C -2.7795 1.3954 -1.1128 -0.003
C -3.5464 1.8728 -2.1643 0.000
C -3.9534 1.0093 -3.1714 -0.003
C -3.5994 -0.3299 -3.1055 0.000
C -2.8298 -0.7979 -2.0482 -0.003
C -2.2395 0.0984 1.9300 -0.013
C -1.6501 0.7076 3.0399 -0.001
C -2.4033 1.1482 4.1231 0.000
C -3.7795 0.9835 4.1194 0.000
C -4.3942 0.3808 3.0287 -0.001
C -3.6324 -0.0502 1.9530 -0.003
H -1.5604 -6.3047 0.4197 0.000
H -2.5915 -5.0278 2.2724 0.000
H -2.5198 -2.5772 2.2763 0.000
H -0.3295 -2.6391 -1.4120 0.000
H -0.4467 -5.0858 -1.4321 0.000
H -2.4783 2.0906 -0.3358 0.000
H -3.8151 2.9215 -2.2064 0.000
H -4.5376 1.3796 -4.0045 0.000
H -3.9068 -1.0122 -3.8881 0.000
H -2.5606 -1.8461 -2.0273 0.000
H -0.5756 0.8621 3.0547 0.000
H -1.9150 1.6222 4.9663 0.000
H -4.3726 1.3245 4.9589 0.000
H -5.4698 0.2539 3.0156 0.000
H -4.1283 -0.5055 1.1020 0.000

16
Properties=species:S:1:pos:R:3:nbo_charge:R:1 method="wB97M-V/def2-TZVPD" e_above_lowest_ev=3.7463 e_tot_ha=-325.7999 e_lumo_ha=0.023 e_homo_ha=-0.38958 homo_lumo_gap_ev=11.22 smiles=N#CC1CCC1.O
C 0.3916 -0.4315 -0.8654 -0.450
C 0.3861 0.9194 -0.1807 -0.346
C 0.6346 0.2741 1.1811 -0.407
C -0.2028 -0.9299 0.8045 -0.332
O -2.2314 -1.3036 -0.6267 -0.946
C 1.2373 2.0336 -0.5791 0.284
N 1.8595 2.9768 -0.8250 -0.312
H -1.3054 -1.1543 -0.8789 0.480
H 1.3696 -0.9194 -0.8826 0.217
H 0.1002 -0.3796 -1.9482 0.238
H -0.6519 1.2775 -0.2366 0.231
H 1.6733 -0.0362 1.2605 0.212
H 0.3238 0.8697 2.0367 0.218
H -1.2062 -0.8483 1.2756 0.241
H 0.1218 -1.9466 1.0224 0.219
H -2.5553 -0.4071 -0.4882 0.453

18
Properties=species:S:1:pos:R:3:nbo_charge:R:1 method="wB97M-V/def2-TZVPD" e_above_lowest_ev=1.9752 e_tot_ha=-418.3884 e_lumo_ha=0.024 e_homo_ha=-0.34879 homo_lumo_gap_ev=10.15 smiles="O=CNCCNCO"
C 1.2642 -0.2514 -0.0244 -0.225
N 1.1865 -1.6786 -0.2642 -0.637
C 0.0202 -2.2854 0.2810 0.086
O 0.0472 -2.3979 1.7252 -0.773
C 0.3187 0.5737 -0.9048 -0.237
N 0.1295 1.8690 -0.2971 -0.615
C -1.0785 2.4528 -0.1568 0.522
O -2.0958 2.0269 -0.6605 -0.614
H 1.0315 -0.0362 1.0340 0.156
H 2.2840 0.1306 -0.0342 0.200
H 1.9929 -2.2097 0.0240 0.377
H -0.9016 -1.7615 0.0393 0.166
H -0.0209 -3.3323 0.0295 0.186
H -0.1539 -1.6310 2.2778 0.473
H -0.6238 0.0614 -0.9978 0.230
H 0.7833 0.6526 -1.8894 0.198
H 0.9352 2.3494 0.0624 0.392
H -1.1359 3.3252 0.5127 0.117

75
Properties=species:S:1:pos:R:3:lowdin_spin:R:1 method="wB97M-V/def2-TZVPD" s_squared=2.01 e_above_lowest_ev=0.4454 spin_multiplicity=3 charge=+1 e_tot_ha=-4937.0291 e_lumo_ha="-0.112 / -0.112" e_homo_ha="-0.27878 / -0.34876" homo_lumo_gap_ev="4.53 / 6.43"
Ti 0.2560 -0.8987 0.5209 1.680
C 1.9818 -2.5982 0.3171 0.005
C 2.5622 -1.3801 0.7447 0.012
C 1.9993 -1.0564 2.0099 0.015
C 1.0903 -2.0931 2.3688 0.014
C 1.0800 -3.0404 1.3166 0.008
C 0.3800 -4.3657 1.2978 0.004
C 0.3364 -2.1527 3.6649 0.007
C 2.3810 0.1113 2.8686 0.006
C 3.6532 -0.5951 0.0772 0.006
C 2.3911 -3.4283 -0.8621 0.002
H -0.2805 -4.4939 0.4350 0.001
H -0.2269 -4.5086 2.1904 0.000
H 1.0977 -5.1905 1.2713 0.000
H -0.2296 -1.2346 3.8405 0.001
H 1.0136 -2.2923 4.5134 0.001
H -0.3700 -2.9812 3.6871 0.000
H 2.6524 0.9841 2.2687 0.000
H 3.2412 -0.1212 3.5048 0.001
H 1.5585 0.4085 3.5211 0.000
H 3.3369 0.4255 -0.1670 0.001
H 3.9943 -1.0718 -0.8425 0.000
H 4.5277 -0.5021 0.7272 0.001
H 1.5717 -4.0488 -1.2326 0.000
H 3.2030 -4.1147 -0.6013 0.000
H 2.7554 -2.8311 -1.7006 0.000
N -2.8337 -0.6719 -0.0817 0.010
C -4.0421 -0.8051 0.5023 0.009
C -3.9740 -1.9188 1.3095 0.002
C -2.6629 -2.3833 1.1552 0.012
N -1.9701 -1.6230 0.3111 0.023
H -2.5039 0.0902 -0.6664 0.002
H -4.8431 -0.1186 0.2961 0.001
H -4.7536 -2.3286 1.9201 0.000
H -2.1747 -3.2248 1.6142 0.001
C -2.9319 2.9525 -0.5209 0.000
C -1.9417 2.6050 -1.5950 0.001
N -1.2516 3.6453 -2.0890 0.000
O -1.7747 1.4596 -2.0236 0.001
H -3.6168 3.7169 -0.8846 0.000
H -2.4171 3.3448 0.3533 0.000
H -3.5005 2.0744 -0.2285 0.000
H -1.3409 4.5637 -1.6899 0.000
H -0.5371 3.4828 -2.7769 0.000
Br 0.0559 7.2722 3.1766 0.003
C 0.0503 5.4854 2.5783 0.012
C 0.7428 5.1416 1.4230 -0.002
C 0.7284 3.8355 0.9877 0.010
C 0.0322 2.8610 1.6921 0.001
C -0.6426 3.2163 2.8553 0.010
C -0.6382 4.5201 3.2998 -0.002
C -0.0318 1.4781 1.1947 0.058
O 0.5372 1.1402 0.1086 0.015
O -0.6175 0.5647 1.8002 0.013
H 1.2954 5.8924 0.8794 0.000
H 1.2710 3.5578 0.0949 0.001
H -1.1760 2.4549 3.4079 0.001
H -1.1633 4.7913 4.2040 0.000
N 0.2015 -0.8110 -4.7234 0.000
C 0.8901 0.2542 -3.9094 0.001
C 1.3016 -0.3422 -2.5706 0.006
N 0.1689 -0.9282 -1.8746 0.029
C -0.5242 -1.9226 -2.6648 0.005
C -0.9972 -1.3646 -3.9981 0.001
H 0.8613 -1.5735 -4.9036 0.000
H -0.0740 -0.4423 -5.6347 0.000
H 0.1369 1.0334 -3.7779 0.000
H 1.7287 0.6182 -4.5025 0.000
H 1.7279 0.4396 -1.9396 0.002
H 2.0671 -1.1118 -2.7083 0.001
H -0.4671 -0.1485 -1.7017 0.005
H -1.3795 -2.2997 -2.0978 0.001
H 0.1520 -2.7712 -2.8220 0.001
H -1.6751 -0.5193 -3.8686 0.000
H -1.4487 -2.1131 -4.6499 0.000

13
Properties=species:S:1:pos:R:3:nbo_charge:R:1 method="wB97M-V/def2-TZVPD" e_above_lowest_ev=2.4290 e_tot_ha=-319.8605 e_lumo_ha=0.026 e_homo_ha=-0.32777 homo_lumo_gap_ev=9.62 smiles="CNNC(N)=O"
C 2.4538 -0.1053 -0.3463 -0.381
C -1.0304 0.1487 -0.0458 0.763
H 3.2264 0.6756 -0.0316 0.205
H 2.9966 -1.1689 -0.0747 0.130
H 2.2662 -0.1375 -1.3608 0.202
H 1.3251 0.4624 1.3417 0.355
H 0.0944 -1.4742 0.5974 0.334
H -2.9870 -0.3441 -0.3670 0.408
H -1.9194 -1.8641 -0.0379 0.387
N 1.2825 0.1910 0.3881 -0.446
N 0.1965 -0.5355 0.0890 -0.486
N -2.1259 -0.6877 -0.0611 -0.852
O -1.1268 1.3520 -0.0783 -0.619

79
Properties=species:S:1:pos:R:3:mulliken_charge:R:1 method="wB97M-V/def2-TZVPD" e_above_lowest_ev=0.1413 charge=+1 e_tot_ha=-3184.3279 e_lumo_ha=-0.092 e_homo_ha=-0.37795 homo_lumo_gap_ev=7.79
In -0.0968 0.3755 -0.4123 0.678
C 0.3450 1.8607 2.4346 -0.960
N 0.8350 0.5752 1.9151 0.809
C 0.2623 -0.5665 2.6324 -0.671
C 0.5494 -1.8521 1.8735 -1.216
N -0.1922 -1.8849 0.6084 0.915
C -1.6069 -2.2508 0.8091 -1.172
C 0.3793 -2.7703 -0.3886 -0.204
C 1.0429 -3.9365 -0.0239 -0.369
C 1.5192 -4.8120 -0.9845 -0.923
C 1.3396 -4.5221 -2.3287 -0.627
C 0.6871 -3.3617 -2.7026 -0.863
C 0.1828 -2.4827 -1.7440 0.679
S -0.7526 -1.0983 -2.3055 -0.410
C 2.2882 0.5965 1.9095 -0.723
C 2.9873 0.4860 3.1080 -0.366
C 4.3650 0.5837 3.1461 -1.019
C 5.0622 0.8130 1.9674 -0.613
C 4.3793 0.9323 0.7733 -0.803
C 2.9859 0.8243 0.7219 1.224
S 2.2436 0.9934 -0.8644 -0.189
H 0.7326 2.0757 3.4350 0.359
H -0.7438 1.8415 2.4710 -0.258
H 0.6644 2.6577 1.7599 0.433
H -0.8168 -0.4063 2.6947 0.257
H 0.6451 -0.6532 3.6528 0.465
H 0.2901 -2.7066 2.5068 0.438
H 1.6156 -1.8965 1.6462 0.751
H -1.6916 -3.2524 1.2423 0.308
H -2.1101 -2.2413 -0.1562 0.374
H -2.1055 -1.5321 1.4619 0.334
H 1.1922 -4.1716 1.0225 0.405
H 2.0227 -5.7192 -0.6795 0.420
H 1.7059 -5.1991 -3.0890 0.402
H 0.5452 -3.1173 -3.7470 0.491
H 2.4486 0.3302 4.0357 0.315
H 4.8871 0.4882 4.0882 0.419
H 6.1400 0.9065 1.9816 0.408
H 4.9113 1.1145 -0.1513 0.489
C -1.6386 4.6756 2.3232 -1.006
Si -3.0618 3.5150 1.9001 0.576
C -4.5716 4.5384 1.4474 -0.974
C -3.5183 2.2541 3.2308 -0.971
Sb -2.4398 2.0316 -0.2010 -0.249
Si -4.5798 0.6770 -0.9607 0.638
C -5.9736 1.9400 -0.8627 -1.050
C -4.8682 -0.7326 0.2588 -1.079
C -4.2915 0.1057 -2.7240 -0.838
Si -1.7360 3.6906 -2.1096 0.310
C -2.9893 5.0963 -2.0555 -0.987
C -1.7855 2.7728 -3.7468 -0.917
C -0.0021 4.2476 -1.6415 -0.677
H -1.9946 5.4674 2.9853 0.435
H -1.2605 5.1502 1.4151 0.245
H -0.8055 4.1767 2.8177 0.278
H -4.8925 5.1289 2.3087 0.418
H -5.4080 3.9106 1.1455 0.222
H -4.3559 5.2293 0.6306 0.228
H -3.6926 2.7347 4.1957 0.424
H -2.7496 1.4930 3.3732 0.208
H -4.4415 1.7473 2.9409 0.293
H -6.2464 2.1466 0.1724 0.275
H -6.8674 1.5617 -1.3647 0.433
H -5.6952 2.8800 -1.3424 0.250
H -4.5613 -0.4636 1.2711 0.296
H -4.3215 -1.6275 -0.0413 0.314
H -5.9302 -0.9850 0.2894 0.468
H -4.3905 0.9445 -3.4149 0.263
H -5.0295 -0.6477 -3.0084 0.405
H -3.3007 -0.3337 -2.8487 0.125
H -4.0098 4.7102 -2.0944 0.282
H -2.8560 5.7656 -2.9086 0.436
H -2.8824 5.6926 -1.1474 0.257
H -2.8110 2.5426 -4.0385 0.255
H -1.2246 1.8362 -3.6986 0.264
H -1.3455 3.3838 -4.5381 0.425
H 0.0265 4.6617 -0.6314 0.195
H 0.3654 5.0146 -2.3267 0.427
H 0.6969 3.4090 -1.6800 0.114

7
Properties=species:S:1:pos:R:3:lowdin_spin:R:1 method="wB97M-V/def2-TZVPD" s_squared=2.09 e_above_lowest_ev=2.7686 spin_multiplicity=3 e_tot_ha=-1134.7145 e_lumo_ha="0.020 / -0.132" e_homo_ha="-0.30240 / -0.35778" homo_lumo_gap_ev="8.78 / 6.13"
C 0.3948 -0.4842 0.5731 0.423
C -0.1812 0.1678 -0.5831 0.004
F -1.5060 -0.1031 -0.7147 -0.004
F 0.4910 0.0798 -1.7406 -0.011
S 1.9661 -0.9011 0.8220 0.977
Cl -0.8253 -0.8300 1.7797 0.135
H -0.3393 2.0709 -0.1365 0.476

7
Properties=species:S:1:pos:R:3:nbo_charge:R:1 method="wB97M-V/def2-TZVPD" e_above_lowest_ev=3.2511 e_tot_ha=-1122.6994 e_lumo_ha=-0.030 e_homo_ha=-0.37559 homo_lumo_gap_ev=9.41 smiles="O=C(OS)OCl"
C -0.0428 -0.2195 -0.0649 1.001
O -0.1202 0.5738 -0.9352 -0.576
O -0.0901 -0.0497 1.2163 -0.598
O 0.2040 -1.7237 -0.3609 -0.555
S -0.0710 1.6106 1.7480 0.273
Cl -0.0344 -2.1325 -1.9417 0.274
H 0.1545 1.9412 0.3384 0.182

22
Properties=species:S:1:pos:R:3:nbo_charge:R:1 method="wB97M-V/def2-TZVPD" e_above_lowest_ev=1.1708 charge=+2 e_tot_ha=-382.9959 e_lumo_ha=-0.312 e_homo_ha=-0.66927 homo_lumo_gap_ev=9.72
C -1.2060 0.1787 -0.4960 -0.198
C 0.2388 -0.2789 -0.7603 -0.509
C 1.0440 0.9578 -0.9869 0.078
C 0.9306 1.6704 -2.1067 -0.278
C 1.9071 1.5678 1.1445 0.166
N 2.1311 1.3415 -0.0851 -0.410
N -1.8927 -0.9787 0.2640 -0.712
H -1.8019 0.3322 -1.4124 0.257
H -1.3211 0.9955 0.2166 0.232
H 0.7755 -0.9145 -0.0372 0.254
H 0.2734 -0.9258 -1.6509 0.277
H 0.1533 1.3687 -2.7964 0.238
H 1.3926 2.6676 -2.2321 0.253
H 1.0035 1.1810 1.6055 0.210
H 2.5548 2.0863 1.8499 0.263
H 3.0417 1.5563 -0.4988 0.470
H -1.4175 -1.3152 1.1336 0.476
H -1.9756 -1.8073 -0.3450 0.431
H -2.9082 -0.8726 0.4206 0.453
H -1.4353 -2.9380 2.9135 0.519
H -0.6345 -3.2986 1.6240 0.497
O -0.8535 -2.5743 2.2357 -0.967

15
Properties=species:S:1:pos:R:3:nbo_charge:R:1 method="wB97M-V/def2-TZVPD" e_above_lowest_ev=4.4698 e_tot_ha=-345.6407 e_lumo_ha="0.006 / -0.019" e_homo_ha="-0.32943 / -0.31542" homo_lumo_gap_ev="9.12 / 8.06"
C -1.6120 -0.5169 -1.2386 -0.722
C -0.7531 -0.5919 -0.0160 0.596
C 1.5832 -0.0847 -0.2597 -0.296
C 0.3623 0.4358 0.3176 -0.064
O -0.0856 1.7568 -0.0193 -0.715
C 0.6459 0.1199 1.7177 -0.205
O -0.8637 -1.5107 0.7707 -0.535
H -1.8448 -1.5351 -1.5630 0.240
H -1.1594 0.0651 -2.0423 0.230
H -2.5470 -0.0293 -0.9442 0.252
H 2.5205 -0.1288 0.2738 0.193
H 1.6048 -0.4131 -1.3020 0.180
H 0.7090 2.2542 -0.2583 0.475
H 1.6258 0.2063 2.1622 0.177
H -0.1860 -0.0275 2.4014 0.194

59
Properties=species:S:1:pos:R:3:nbo_charge:R:1 method="wB97M-V/def2-TZVPD" e_above_lowest_ev=5.6645 charge=+2 e_tot_ha=-1317.5151 e_lumo_ha=-0.191 e_homo_ha=-0.54054 homo_lumo_gap_ev=9.50
C 0.3494 1.3830 -0.2389 -0.283
C -1.0274 1.3050 -0.8907 -0.480
C -0.9626 0.9631 -2.4305 0.263
C -1.2791 -0.3409 -2.6665 -0.238
N -1.3878 -0.9701 -3.9197 -0.698
N -0.3399 1.9286 -3.2295 -0.848
N 0.2493 1.5767 1.2192 -0.747
H 0.9532 0.4756 -0.4781 0.253
H 0.7845 2.3525 -0.6348 0.261
H -1.6392 2.2450 -0.8405 0.234
H -1.5821 0.4522 -0.2732 0.283
H -1.6161 -1.0203 -1.8984 0.244
H -0.6714 -1.6639 -3.8840 0.447
H -2.3919 -1.3525 -4.1669 0.469
H -1.1060 -0.1116 -4.6296 0.463
H 0.3860 1.6947 -3.8403 0.418
H -0.4518 2.8439 -2.8794 0.414
H -0.1185 2.5698 1.5233 0.470
H 1.2707 1.4721 1.4570 0.469
H -0.4310 1.0057 1.7782 0.437
H -1.0299 -2.7735 1.9613 0.483
H -2.3226 -3.2947 1.4521 0.478
O -1.3975 -3.1312 1.2064 -0.960
H -0.7115 -1.3715 4.7068 0.436
H 0.3452 -2.1963 4.4055 0.492
O -0.5164 -2.0232 3.9789 -0.927
H -1.2379 0.1810 4.4375 0.468
H -2.4965 -0.5045 4.6330 0.496
O -2.1926 0.2061 4.0608 -0.950
H 2.6849 -0.5285 4.1160 0.481
H 2.1588 -0.0241 2.7803 0.477
O 1.9310 -0.6946 3.4504 -0.992
H 0.3638 -2.1264 -0.9584 0.474
H 0.9359 -1.8092 0.5314 0.512
O 0.3466 -1.4625 -0.2289 -0.978
H -1.9019 2.1637 3.1343 0.493
H -2.1514 3.7069 2.9991 0.505
O -1.8195 2.9040 2.5349 -0.981
H 3.5677 -2.0367 0.7384 0.505
H 3.1632 -1.3538 -0.5828 0.532
O 2.9842 -1.3300 0.4047 -0.973
H 2.4774 0.9258 -4.5988 0.468
H 2.1449 1.0976 -3.1832 0.479
O 2.0025 0.6841 -3.9773 -0.923
H 1.8514 4.3582 -1.0551 0.498
H 0.4251 4.9286 -0.5448 0.507
O 0.8912 4.1580 -1.0098 -0.978
H 3.0153 -0.0629 1.2102 0.532
H 3.4193 1.5323 1.6179 0.500
O 2.8127 0.8887 1.5255 -1.017
H -2.3216 -4.0071 -1.6235 0.480
H -1.0514 -3.6433 -1.0972 0.470
O -1.4034 -3.8957 -1.8623 -0.944
H 2.5985 -2.2215 -2.6837 0.490
H 1.6952 -1.0932 -2.5200 0.476
O 2.4812 -1.4213 -2.2017 -0.938
H -2.4407 -0.0856 2.1268 0.490
H -3.8579 0.5269 1.7316 0.494
O -2.9754 0.2602 1.3561 -0.983